1.
Formula: C11H13I2N
Source: the OMol25 dataset
Level of theory: ωB97M-V with the def2-TZVPD basis set

Cartesian coordinates (Å):
C (-0.02, -1.13, 0.51)
C (0.09, 1.20, 0.74)
C (-0.86, -1.19, 1.61)
C (-0.59, 1.17, 1.93)
C (0.48, 0.09, 0.03)
C (-1.15, -0.02, 2.35)
C (1.27, -0.13, -3.30)
C (1.27, -1.09, -2.10)
C (1.28, 1.02, -2.32)
C (1.31, 0.09, -1.15)
C (-1.98, -0.04, 3.61)
N (3.15, -0.06, -0.56)
I (3.54, 1.63, 0.49)
I (3.36, -1.74, 0.64)
H (0.42, -1.96, -0.08)
H (0.45, 2.12, 0.35)
H (-1.47, -1.98, 1.98)
H (-0.92, 2.12, 2.45)
H (2.15, -0.20, -3.96)
H (0.42, -0.31, -3.98)
H (0.38, -1.70, -1.97)
H (2.23, -1.54, -2.16)
H (2.05, 1.81, -2.32)
H (0.23, 1.52, -2.49)
H (-2.43, -1.05, 3.85)
H (-1.09, 0.32, 4.29)
H (-2.71, 0.81, 3.49)

The maximum force is 3.7 eV/Å. Its HOMO-LUMO gap (spin up / spin down) is 7.812 / 7.811 eV. The value obtained for the lowest unoccupied orbital energy (spin up / spin down) is -0.505 / -0.505 eV. As for the calculated total energy: -29305.112 eV. Its HOMO energy (spin up / spin down) is -8.317 / -8.316 eV. Its energy above the lowest of the compared OMol25 structures with the same formula, charge and spin is 0.491 eV. As for the total charge: 0.

2.
Formula: C11H13I2N3O3
Source: the OMol25 dataset
Level of theory: ωB97M-V with the def2-TZVPD basis set

Cartesian coordinates (Å):
C (4.64, -0.33, -0.21)
C (3.76, 0.69, -0.92)
C (2.61, 1.18, -0.04)
N (1.36, 1.35, -0.82)
C (0.38, 0.32, -0.44)
C (1.00, -0.97, -0.78)
N (1.59, -1.93, -1.04)
C (-0.95, 0.51, -1.22)
C (-1.02, -0.45, -2.33)
N (-1.24, -1.11, -3.26)
C (-2.19, 0.45, -0.35)
I (-2.16, -0.31, 1.65)
C (-3.34, 0.88, -0.83)
C (-4.62, 0.83, -0.06)
I (-3.56, 1.70, -2.79)
H (4.14, -1.28, -0.09)
H (5.53, -0.49, -0.80)
H (4.89, 0.05, 0.78)
H (4.36, 1.53, -1.28)
H (3.31, 0.22, -1.78)
H (2.90, 2.13, 0.41)
H (2.47, 0.50, 0.80)
H (0.97, 2.21, -0.46)
H (0.25, 0.34, 0.64)
H (-0.94, 1.49, -1.69)
H (-5.46, 1.09, -0.69)
H (-4.59, 1.58, 0.72)
H (-4.81, -0.15, 0.34)
C (-2.31, -3.07, 4.09)
O (-3.34, -3.74, 3.74)
O (-1.09, -3.48, 3.86)
O (-2.39, -1.89, 4.69)

The maximum force is 2.6 eV/Å. Its HOMO-LUMO gap is 1.763 eV. The value obtained for the lowest unoccupied orbital energy is 3.411 eV. As for the calculated total energy: -38428.278 eV. Its HOMO energy is 1.647 eV. As for the total charge: -2.

3.
Formula: C11H13MnN2O6
Source: the OMol25 dataset
Level of theory: ωB97M-V with the def2-TZVPD basis set

Cartesian coordinates (Å):
O (-1.91, 4.22, -5.41)
C (-1.34, 4.05, -4.45)
Mn (0.26, 2.80, -1.84)
O (-1.84, 0.77, -1.99)
C (-1.10, 1.72, -2.11)
C (1.47, 3.20, -0.71)
O (2.47, 3.77, -0.25)
C (-1.06, 3.27, -0.48)
O (-1.58, 3.27, 0.63)
C (1.03, 1.59, -3.02)
O (1.62, 0.63, -3.41)
H (0.25, 4.04, -2.60)
C (0.89, -1.96, -1.25)
N (0.58, -2.00, 0.15)
C (-0.26, -3.08, 0.62)
C (-0.24, -3.12, 2.13)
C (-0.58, -1.83, 2.75)
N (0.01, -0.73, 2.03)
C (-0.05, 0.60, 2.63)
C (0.64, -0.76, 0.80)
O (1.23, 0.18, 0.35)
H (0.06, -1.55, -1.84)
H (1.08, -2.99, -1.55)
H (1.77, -1.35, -1.40)
H (-1.28, -2.88, 0.22)
H (0.21, -3.98, 0.19)
H (0.72, -3.48, 2.48)
H (-0.99, -3.84, 2.43)
H (-0.18, -1.76, 3.75)
H (-1.65, -1.59, 2.74)
H (-1.12, 0.78, 2.86)
H (0.55, 0.58, 3.56)
H (0.33, 1.40, 1.99)

As for the expectation value of S²: 8.853. The maximum force is 12.7 eV/Å. Its HOMO-LUMO gap (spin up / spin down) is 6.619 / 4.204 eV. The value obtained for the lowest unoccupied orbital energy (spin up / spin down) is -2.843 / -7.923 eV. As for the calculated total energy: -58187.643 eV. Its HOMO energy (spin up / spin down) is -9.462 / -12.127 eV. Its energy above the lowest of the compared OMol25 structures with the same formula, charge and spin is 3.138 eV. The spin multiplicity is 6. As for the total charge: +1.

4.
Formula: C11H13N
Source: the OMol25 dataset
Level of theory: ωB97M-V with the def2-TZVPD basis set

Cartesian coordinates (Å):
C (0.47, -3.28, 2.66)
C (1.06, -2.98, 1.54)
C (1.62, -2.47, 0.47)
C (1.47, -1.06, 0.02)
C (0.58, 0.24, -1.75)
C (-0.49, 0.91, -0.84)
C (0.13, 1.84, -0.01)
C (-0.69, 2.77, 0.72)
C (-2.13, 2.78, 0.43)
C (-2.60, 1.96, -0.51)
C (-1.76, 1.01, -1.13)
H (-0.40, -3.77, 2.68)
H (1.26, -3.13, 3.38)
H (2.37, -2.83, -0.18)
H (1.10, -0.39, 0.87)
H (2.52, -0.80, -0.37)
H (-0.07, -1.75, -1.48)
H (1.49, 0.83, -1.67)
H (0.44, 0.19, -2.85)
H (1.32, 1.84, 0.03)
H (-0.14, 3.37, 1.44)
H (-2.66, 3.67, 0.85)
H (-3.59, 1.70, -0.94)
H (-2.12, 0.48, -2.07)
N (0.82, -1.13, -1.28)

The maximum force is 6.2 eV/Å. Its HOMO-LUMO gap is 9.496 eV. The value obtained for the lowest unoccupied orbital energy is 0.929 eV. As for the calculated total energy: -13103.042 eV. Its HOMO energy is -8.567 eV. Its energy above the lowest of the compared OMol25 structures with the same formula, charge and spin is 5.102 eV. As for the SMILES: C=C=CCNCc1ccccc1. As for the total charge: 0.

5.
Formula: C11H13N2O
Source: the OMol25 dataset
Level of theory: ωB97M-V with the def2-TZVPD basis set

Cartesian coordinates (Å):
C (-2.54, -1.22, 0.73)
C (-2.17, 0.11, 0.86)
C (-1.82, -1.97, -0.20)
C (-1.14, 0.78, 0.06)
C (-0.87, -1.41, -1.02)
C (-0.72, -0.05, -1.07)
C (1.60, -0.74, 1.76)
C (0.18, 0.56, -2.16)
C (2.13, -0.18, 0.45)
C (1.40, 1.07, 0.18)
C (1.03, 1.57, -1.24)
N (0.55, 0.13, 1.97)
N (0.26, 1.09, 1.07)
O (1.73, -1.73, 2.38)
H (-3.47, -1.71, 1.18)
H (-2.49, 0.68, 1.73)
H (-1.93, -3.09, -0.04)
H (-1.52, 1.82, -0.02)
H (-0.43, -2.00, -1.93)
H (-0.42, 1.06, -2.92)
H (3.28, -0.04, 0.45)
H (1.93, -0.97, -0.16)
H (1.98, 1.97, 0.57)
H (1.98, 1.77, -1.85)
H (0.42, 2.34, -1.03)
H (0.91, -0.01, -2.70)
H (0.14, 0.16, 2.91)

The maximum force is 4.7 eV/Å. Its HOMO-LUMO gap (spin up / spin down) is 6.909 / 6.903 eV. The value obtained for the lowest unoccupied orbital energy (spin up / spin down) is -6.090 / -6.091 eV. As for the calculated total energy: -16634.693 eV. Its HOMO energy (spin up / spin down) is -12.999 / -12.994 eV. Its energy above the lowest of the compared OMol25 structures with the same formula, charge and spin is 3.585 eV. As for the total charge: +1.

6.
Formula: C11H13N2S
Source: the OMol25 dataset
Level of theory: ωB97M-V with the def2-TZVPD basis set

Cartesian coordinates (Å):
S (0.60, -2.05, 1.28)
N (-0.37, -1.22, 0.04)
C (-1.85, -1.45, 0.07)
C (-2.35, -2.72, -0.08)
C (-3.74, -2.83, -0.08)
C (-4.49, -1.68, 0.08)
C (-3.84, -0.46, 0.23)
N (-2.51, -0.34, 0.21)
H (1.14, -2.95, 0.45)
H (-0.02, -1.48, -0.88)
H (-0.22, -0.20, 0.12)
H (-1.71, -3.59, -0.17)
H (-4.21, -3.79, -0.20)
H (-5.56, -1.71, 0.10)
H (-4.41, 0.45, 0.36)
C (3.20, 1.28, -1.12)
C (2.50, 0.82, -0.01)
C (2.09, 1.70, 0.97)
C (2.38, 3.05, 0.86)
C (3.08, 3.51, -0.24)
C (3.49, 2.63, -1.23)
H (3.53, 0.59, -1.89)
H (2.28, -0.24, 0.08)
H (1.56, 1.33, 1.85)
H (2.06, 3.74, 1.63)
H (3.31, 4.57, -0.33)
H (4.05, 3.00, -2.09)

The maximum force is 0.4 eV/Å. Its HOMO-LUMO gap is 8.040 eV. The value obtained for the lowest unoccupied orbital energy is -4.053 eV. As for the calculated total energy: -25425.817 eV. Its HOMO energy is -12.093 eV. Its energy above the lowest of the compared OMol25 structures with the same formula, charge and spin is 0.700 eV. As for the total charge: +1.

7.
Formula: C11H13N3O
Source: the OMol25 dataset
Level of theory: ωB97M-V with the def2-TZVPD basis set

Cartesian coordinates (Å):
C (2.97, 1.78, -1.03)
C (1.62, 2.23, -0.91)
C (3.28, 0.51, -0.57)
C (0.65, 1.35, -0.47)
C (2.28, -0.37, -0.13)
C (0.93, 0.03, -0.18)
C (-2.24, 0.10, 0.88)
C (-3.41, 0.76, 0.29)
C (0.21, -1.39, 1.78)
C (-0.05, -2.16, -0.72)
C (-0.05, -0.95, 0.38)
N (-2.16, 0.61, -1.78)
N (-4.40, 1.10, 0.99)
N (-1.38, -0.41, 0.13)
O (-3.30, 0.78, -1.17)
H (3.74, 2.43, -1.50)
H (1.25, 3.19, -1.31)
H (4.24, 0.05, -0.70)
H (-0.34, 1.64, -0.66)
H (2.75, -1.26, 0.27)
H (-2.11, 0.04, 1.99)
H (-0.45, -2.07, 2.22)
H (1.13, -1.94, 1.76)
H (0.17, -0.64, 2.55)
H (1.00, -2.57, -0.74)
H (-0.37, -1.66, -1.58)
H (-0.89, -2.84, -0.32)
H (-5.06, 1.66, 0.53)

The maximum force is 4.0 eV/Å. Its HOMO-LUMO gap (spin up / spin down) is 7.769 / 8.359 eV. The value obtained for the lowest unoccupied orbital energy (spin up / spin down) is -0.217 / 0.024 eV. As for the calculated total energy: -18129.050 eV. Its HOMO energy (spin up / spin down) is -7.986 / -8.335 eV. Its energy above the lowest of the compared OMol25 structures with the same formula, charge and spin is 6.747 eV. As for the total charge: 0.

8.
Formula: C11H13NO5RhSe2
Source: the OMol25 dataset
Level of theory: ωB97M-V with the def2-TZVPD basis set

Cartesian coordinates (Å):
Rh (0.17, -0.01, -0.82)
O (4.04, -0.43, 3.69)
C (3.14, -0.33, 2.72)
C (1.78, -0.10, 2.98)
C (0.93, -0.01, 1.91)
N (1.42, -0.15, 0.68)
C (2.71, -0.36, 0.39)
C (3.62, -0.46, 1.40)
C (2.96, -0.44, -1.12)
O (4.07, -0.61, -1.53)
O (1.88, -0.27, -1.86)
C (-0.58, 0.24, 1.93)
O (-1.16, 0.31, 2.98)
O (-1.13, 0.29, 0.73)
H (3.65, -0.33, 4.56)
H (1.39, 0.00, 3.99)
H (4.67, -0.63, 1.21)
C (-1.91, -2.56, -0.40)
Se (-1.33, -1.48, -1.90)
C (-2.88, -0.28, -2.00)
C (-2.48, 0.85, -2.92)
Se (-0.73, 1.57, -2.38)
C (-1.39, 2.84, -1.07)
H (-2.07, -1.91, 0.45)
H (-1.13, -3.30, -0.21)
H (-2.83, -3.06, -0.70)
H (-3.07, 0.06, -0.98)
H (-3.73, -0.85, -2.37)
H (-3.18, 1.68, -2.89)
H (-2.37, 0.52, -3.95)
H (-1.93, 3.61, -1.60)
H (-0.51, 3.28, -0.58)
H (-2.00, 2.32, -0.34)

The maximum force is 0.5 eV/Å. Its HOMO-LUMO gap is 7.305 eV. The value obtained for the lowest unoccupied orbital energy is -5.661 eV. As for the calculated total energy: -157040.460 eV. Its HOMO energy is -12.966 eV. Its energy above the lowest of the compared OMol25 structures with the same formula, charge and spin is 0.098 eV. As for the total charge: +1.